{"formula": "C18H22N8O", "method": "ωB97M-V/def2-TZVPD", "energy_ev": -32986.3828, "lumo_ha": -0.01302, "homo_lumo_gap_ev": 7.73, "smiles": "CN(C(=O)CC1=N[C@H]2C=C(c3cnn(C)c3)N=C[C@H]2N1)[C@@H]1CCN(C#N)C1", "de_lowest_kcal_mol": 43.37, "spin_multiplicity": 1, "symbols": ["O", "N", "N", "N", "N", "N", "N", "N", "N", "C", "C", "C", "C", "C", "C", "C", "C", "C", "C", "C", "C", "C", "C", "C", "C", "C", "C", "H", "H", "H", "H", "H", "H", "H", "H", "H", "H", "H", "H", "H", "H", "H", "H", "H", "H", "H", "H", "H", "H"], "coordinates": [[3.1691, 2.8303, 0.6029], [-2.6990, 1.7788, -1.8037], [-0.6259, 0.0452, 4.2561], [-2.3547, -0.0070, 6.0046], [2.9258, -1.1651, -0.2679], [3.8251, 0.6648, -1.1156], [1.2200, 0.8231, -3.2177], [1.4622, 1.8701, 1.8044], [-2.7950, 0.8291, -0.8519], [-1.5426, 1.5666, -2.4633], [0.2625, 1.2162, 3.9880], [-1.5829, -0.0792, 5.1816], [-3.8060, 0.8494, 0.1619], [3.5075, -0.0134, 0.0259], [0.4569, 0.0431, -2.3429], [0.4393, 2.5836, 1.2648], [2.5291, 0.6489, -3.3285], [-1.7017, -0.0660, -0.9225], [3.3174, -0.1414, -2.2901], [1.0618, 0.7471, 2.7712], [-0.3152, -1.0846, 3.3330], [2.5810, -1.2577, -1.6878], [-0.8833, 0.4042, -1.9690], [1.1233, -0.9461, -1.6160], [2.7966, 1.8123, 1.2117], [3.7614, 0.6368, 1.3145], [0.1498, -0.2790, 2.1308], [2.7342, -2.1736, -2.1444], [3.5676, 1.7117, -1.1177], [0.4580, -1.4925, -0.9190], [-0.2920, 2.1538, 3.7718], [3.1828, 1.1572, -3.9769], [0.6362, -1.0016, 1.4446], [1.9188, 0.1739, 3.2643], [4.1893, -0.6682, -2.5870], [-4.4320, -0.0135, 0.0241], [-1.4736, -0.8420, -0.2476], [-0.0851, 3.0757, 2.0879], [0.7707, 3.3643, 0.6137], [4.7557, 1.1267, 1.3298], [-4.4377, 1.6694, -0.1770], [-1.1078, 2.2339, -3.2656], [0.4647, -1.6978, 3.7581], [3.5829, -0.1155, 2.2046], [-0.7658, 0.1530, 1.7117], [-3.3718, 0.9217, 1.2239], [-0.3562, 2.1049, 0.7319], [-1.2582, -1.6753, 3.2313], [0.9666, 1.4535, 4.7925]], "atomic_forces_ev_per_a": [[-0.535, -1.972, 0.589], [0.788, 0.224, -0.032], [0.285, -0.345, -0.088], [-2.454, -0.206, 2.347], [1.372, 0.316, 3.338], [-0.950, 3.366, -1.564], [2.915, 0.271, -2.192], [5.029, -5.175, 1.817], [3.382, -1.782, -1.027], [-0.335, -0.125, 0.117], [-0.659, 0.659, 0.319], [3.182, 1.119, -2.471], [-0.064, 0.467, 0.280], [-1.375, -3.552, -3.487], [3.612, -2.778, 2.873], [-2.392, 2.893, -0.017], [-2.797, -0.469, 2.770], [-0.478, 2.728, -1.847], [0.782, 0.572, 0.214], [0.626, 0.022, -0.706], [-1.397, 1.014, 0.682], [-2.502, 2.370, 2.573], [-1.701, 1.251, 0.441], [-3.210, 0.982, -1.327], [-2.174, 3.577, 0.779], [-0.573, -0.874, 2.361], [-0.210, -2.031, -0.198], [0.669, -1.992, -0.574], [0.775, -2.119, 0.082], [0.941, 0.001, -0.390], [-0.038, -0.751, 0.240], [-0.137, 1.093, -1.328], [-0.022, 0.915, -0.093], [-0.612, 1.103, -1.350], [1.171, 0.344, -1.540], [-0.163, -0.674, 0.454], [-0.393, -0.645, 0.744], [-0.118, 0.430, -0.132], [0.567, 0.463, -0.287], [-0.491, -0.629, 0.113], [0.011, 0.367, 0.835], [-1.095, -0.829, 1.122], [0.309, -0.411, 0.046], [0.464, 1.670, -1.920], [0.462, 0.159, -0.254], [-0.803, 0.098, -1.655], [-0.212, -1.220, -0.581], [0.897, 0.340, -0.273], [-0.350, -0.231, 0.195]], "mulliken_charge": [-0.671, -0.956, 0.018, -0.533, -0.795, -0.262, -0.526, 0.299, 0.784, -0.407, -0.971, 0.429, -0.822, 0.195, 0.519, -1.126, -0.524, -1.113, -0.348, 0.076, -1.119, -0.058, 0.539, -0.666, 0.215, -0.161, 1.048, 0.643, 0.398, 0.395, 0.297, 0.462, 0.089, 0.046, 0.439, 0.343, 0.716, 0.296, 0.479, 0.407, 0.344, 0.430, 0.338, 0.221, -0.646, 0.226, 0.361, 0.377, 0.275]}